Arrangement P

19
Properties=species:S:1:pos:R:3:lowdin_charge:R:1 method="wB97M-V/def2-TZVPD" homo_energy_ev="-8.499 / -9.159" mol_weight_g_mol=134.14
C -1.09 0.75 1.33 -0.018
C -1.61 0.17 -1.07 -0.031
C -0.50 0.55 -0.06 -0.604
O 0.26 1.59 -0.48 0.039
H -2.28 1.03 -1.14 0.083
H -0.33 1.10 2.02 0.077
H -1.87 1.51 1.27 0.087
H -1.54 -0.17 1.71 0.095
H -1.18 -0.02 -2.05 0.080
H -2.16 -0.70 -0.74 0.081
C 0.63 -0.67 -0.12 -0.579
N 1.47 -0.79 1.04 0.119
O 2.49 0.37 -0.95 0.015
O 0.05 -1.90 -0.43 0.034
N 1.29 -0.10 -1.28 0.098
H 2.81 0.82 -1.75 0.136
H 0.74 -2.57 -0.39 0.111
H 0.90 -1.08 1.82 0.090
H 1.91 0.09 1.26 0.087

Arrangement Q

19
Properties=species:S:1:pos:R:3:lowdin_charge:R:1 method="wB97M-V/def2-TZVPD" homo_energy_ev=-9.632 mol_weight_g_mol=134.14 smiles="CNO[C@@](N)(O)C(C)=O"
C -2.14 -0.37 1.27 -0.085
N -1.13 0.53 0.74 -0.030
O 0.22 0.01 1.29 -0.039
C 0.90 -0.53 0.19 -0.601
N 2.31 -0.19 0.22 0.122
O 0.82 -1.94 0.18 0.020
C 0.22 0.04 -1.16 -0.337
C 0.47 1.49 -1.52 -0.019
O -0.25 -0.75 -1.99 0.057
H -1.97 -1.39 0.92 0.084
H -3.13 -0.05 0.93 0.091
H -2.14 -0.37 2.37 0.084
H -1.21 1.45 1.16 0.127
H 2.64 -0.51 1.13 0.091
H 2.76 -0.81 -0.45 0.099
H 0.08 -2.15 -0.43 0.088
H -0.46 2.05 -1.40 0.081
H 0.79 1.55 -2.56 0.089
H 1.23 1.96 -0.89 0.077

According to the calculations, the structures order from most to least stable as arrangement Q, arrangement P.

Arrangement P

13
Properties=species:S:1:pos:R:3:lowdin_charge:R:1 method="wB97M-V/def2-TZVPD" homo_energy_ev=-8.491 mol_weight_g_mol=98.10 smiles="C1=COC=COC1"
C -1.10 -0.33 -1.07 -0.076
C -0.10 -1.04 -1.07 -0.080
O 0.89 -1.41 0.04 -0.093
C 1.42 -0.31 0.69 -0.185
C 0.76 0.79 0.98 -0.130
O -0.37 1.45 0.46 -0.071
C -1.43 0.71 -0.05 -0.198
H -1.83 -0.38 -2.03 0.176
H 0.27 -1.59 -1.99 0.140
H 2.55 -0.62 1.16 0.188
H 1.52 1.31 1.59 0.112
H -1.92 1.53 -0.33 0.086
H -1.99 0.46 0.82 0.131

Arrangement Q

13
Properties=species:S:1:pos:R:3:lowdin_charge:R:1 method="wB97M-V/def2-TZVPD" homo_energy_ev=-10.042 mol_weight_g_mol=98.10 smiles="C=C1COC(=O)C1"
C -0.29 1.17 1.46 0.071
C 0.05 0.29 0.53 -0.291
C 1.16 0.43 -0.47 -0.115
O 0.65 -0.17 -1.67 0.028
C -0.45 -0.93 -1.40 -0.470
O -1.08 -1.47 -2.26 0.128
C -0.68 -0.95 0.10 -0.035
H -1.16 1.01 2.11 0.069
H 0.27 2.09 1.60 0.069
H 1.43 1.47 -0.69 0.133
H 2.07 -0.12 -0.17 0.135
H -0.21 -1.86 0.50 0.143
H -1.75 -0.98 0.34 0.135

Arrangement R

13
Properties=species:S:1:pos:R:3:lowdin_charge:R:1 method="wB97M-V/def2-TZVPD" homo_energy_ev=-8.583 mol_weight_g_mol=98.10
C -1.64 -1.00 0.29 -0.065
C -0.34 -0.37 0.59 -0.036
O 1.61 -1.12 -0.80 0.068
C 2.11 -0.05 -0.57 -0.315
O 1.51 0.99 0.04 0.016
C 0.08 0.85 0.12 -0.399
C -0.85 1.83 -0.17 0.172
H -2.22 -0.40 -0.40 0.075
H -2.20 -1.20 1.21 0.093
H -1.40 -1.98 -0.15 0.099
H 0.34 -0.93 1.22 0.131
H 3.13 0.21 -0.87 0.148
H -0.37 2.83 -0.23 0.015

Arrangement S

13
Properties=species:S:1:pos:R:3:lowdin_charge:R:1 method="wB97M-V/def2-TZVPD" homo_energy_ev=-9.599 mol_weight_g_mol=98.10 smiles="CC1=C[C@H]1C(=O)O"
C -1.53 0.27 1.27 -0.014
C -0.01 0.14 0.87 -0.123
C 1.26 -0.12 0.75 -0.045
C 0.80 0.68 -0.39 -0.181
C 0.53 -0.10 -1.61 -0.350
O -0.10 0.34 -2.71 -0.016
O 0.75 -1.41 -1.17 0.075
H -2.11 -0.36 0.53 0.106
H -1.69 0.06 2.30 0.040
H -1.83 1.33 1.33 0.083
H 1.94 -0.91 1.48 0.191
H 1.09 1.81 -0.64 0.172
H 0.90 -1.73 -2.00 0.061

According to the calculations, the structures order from most to least stable as arrangement Q, arrangement R, arrangement S, arrangement P.

Arrangement P

13
Properties=species:S:1:pos:R:3:lowdin_charge:R:1 method="wB97M-V/def2-TZVPD" homo_energy_ev=-9.784 mol_weight_g_mol=98.10 smiles="O=C1CCC(=O)C1"
O -2.27 0.89 -0.06 0.102
C -1.20 0.34 -0.15 -0.411
C 0.00 0.86 -0.93 -0.074
C 1.24 0.36 0.04 -0.041
C 0.69 -0.83 0.82 -0.392
O 1.31 -1.68 1.42 0.094
C -0.80 -0.92 0.56 -0.033
H -0.18 1.96 -1.10 0.130
H 0.13 0.42 -1.91 0.108
H 1.14 1.38 0.38 0.101
H 2.24 0.11 -0.35 0.125
H -1.38 -1.14 1.44 0.137
H -0.93 -1.74 -0.17 0.154

Arrangement Q

13
Properties=species:S:1:pos:R:3:lowdin_charge:R:1 method="wB97M-V/def2-TZVPD" homo_energy_ev=-8.933 mol_weight_g_mol=98.10
O 1.65 0.65 2.17 0.119
C 0.97 0.43 1.20 -0.365
C 0.61 -0.86 0.44 -0.003
C -0.35 0.01 -0.40 -0.443
C -1.56 -0.63 -1.63 0.085
O -0.29 -0.02 -1.79 -0.134
C 0.11 1.31 0.29 0.014
H 0.17 -1.65 1.05 0.129
H 1.43 -1.26 -0.16 0.139
H -1.32 -1.70 -1.41 0.047
H -1.49 -0.15 -0.17 0.141
H 0.70 1.94 -0.39 0.139
H -0.64 1.93 0.80 0.131

According to the calculations, the structures order from most to least stable as arrangement P, arrangement Q.

Arrangement P

24
Properties=species:S:1:pos:R:3:lowdin_charge:R:1 method="wB97M-V/def2-TZVPD" homo_energy_ev=-8.507 mol_weight_g_mol=144.12
O -2.00 0.33 2.50 -0.066
H -1.39 0.39 1.76 -0.021
H -2.61 -0.36 2.25 0.033
O 1.40 -2.90 0.58 -0.057
H 1.49 -2.65 1.50 0.026
H 1.57 -2.10 0.10 -0.267
O -1.08 -1.26 0.82 0.045
H -1.76 -1.83 0.47 0.131
H -0.94 -1.57 1.72 0.110
O 1.66 -1.15 -0.48 0.153
H 2.52 -0.73 -0.51 0.154
H 1.51 -1.45 -1.37 0.170
O 1.88 2.30 -1.25 -0.017
H 2.40 2.25 -2.05 0.044
H 1.91 1.42 -0.89 -0.003
O -1.66 1.62 0.37 -0.059
H -0.76 1.33 0.50 0.001
H -1.64 2.56 0.55 0.071
O -1.22 1.28 -2.04 -0.089
H -0.63 0.75 -1.49 -0.153
H -0.66 2.00 -2.36 0.009
O -0.11 0.22 -0.46 -0.078
H 0.77 -0.13 -0.36 -0.036
H -0.65 -0.31 0.13 -0.102

Arrangement Q

24
Properties=species:S:1:pos:R:3:lowdin_charge:R:1 method="wB97M-V/def2-TZVPD" homo_energy_ev=-10.412 mol_weight_g_mol=144.12 smiles=O.O.O.O.O.O.O.O
O 18.74 -20.59 -10.39 -0.039
H 18.34 -21.01 -9.63 0.015
H 18.22 -20.76 -11.15 -0.049
O 13.18 -20.60 -9.04 -0.036
H 13.22 -20.83 -8.16 -0.019
H 14.08 -20.91 -9.25 -0.017
O 14.90 -21.11 -14.03 0.005
H 14.77 -21.24 -14.94 0.064
H 14.71 -20.20 -13.96 0.045
O 16.95 -18.80 -13.60 -0.054
H 16.29 -18.16 -13.27 0.068
H 16.79 -19.53 -12.98 -0.011
O 16.76 -21.12 -12.00 -0.045
H 16.29 -21.45 -12.72 0.004
H 16.28 -21.42 -11.20 0.032
O 15.57 -21.84 -9.55 -0.023
H 16.07 -21.98 -8.73 0.106
H 15.19 -22.68 -9.76 0.067
O 19.70 -18.78 -12.80 -0.057
H 18.79 -19.10 -12.85 -0.017
H 20.30 -19.50 -12.65 0.020
O 13.29 -23.03 -12.72 -0.071
H 13.78 -22.28 -13.14 0.002
H 14.00 -23.50 -12.28 0.008

According to the calculations, the structures order from most to least stable as arrangement Q, arrangement P.

Arrangement P

24
Properties=species:S:1:pos:R:3:lowdin_charge:R:1 method="wB97M-V/def2-TZVPD" homo_energy_ev=-10.827 mol_weight_g_mol=144.12 smiles=O.O.O.O.O.O.O.O
O -0.57 0.86 0.47 -0.062
H -1.01 0.03 0.26 -0.010
H -0.36 1.33 -0.38 0.086
O -2.98 1.59 1.66 -0.104
H -2.27 0.93 1.78 0.000
H -3.34 1.15 0.80 0.070
O 0.77 4.32 -3.44 -0.025
H 0.25 4.72 -4.06 -0.018
H 0.39 3.43 -3.49 0.043
O 3.24 -0.45 2.12 -0.075
H 2.81 -0.11 2.94 0.049
H 3.84 0.28 1.91 0.028
O -2.87 -1.36 -0.23 -0.077
H -2.38 -0.91 0.45 -0.024
H -2.11 -1.71 -0.84 0.088
O 0.01 -2.83 1.15 -0.029
H 0.57 -3.18 1.83 0.027
H 0.30 -3.12 0.33 -0.004
O -1.77 -3.78 -0.40 -0.095
H -2.26 -3.64 -1.21 0.031
H -2.27 -4.44 0.18 0.105
O 4.24 1.85 -1.16 -0.078
H 3.47 2.48 -1.22 0.064
H 3.82 1.12 -0.70 0.012

Arrangement Q

24
Properties=species:S:1:pos:R:3:lowdin_charge:R:1 method="wB97M-V/def2-TZVPD" homo_energy_ev=-11.209 mol_weight_g_mol=144.12 smiles=O.O.O.O.O.O.O.O
O 19.78 -16.40 -21.06 -0.047
H 19.16 -16.25 -21.77 0.016
H 19.59 -17.29 -20.76 0.028
O 20.43 -13.99 -26.55 -0.053
H 20.19 -14.11 -27.47 0.028
H 19.85 -14.58 -26.07 0.022
O 19.23 -20.92 -22.74 -0.052
H 18.86 -21.45 -23.45 0.029
H 20.01 -21.41 -22.46 0.033
O 16.07 -21.54 -19.81 -0.053
H 16.62 -20.96 -20.33 0.022
H 15.57 -22.05 -20.45 0.028
O 16.90 -15.67 -23.55 -0.051
H 16.37 -15.13 -22.96 0.033
H 16.55 -15.48 -24.42 0.031
O 19.61 -18.20 -25.88 -0.051
H 19.37 -18.46 -24.99 0.019
H 19.92 -19.00 -26.30 0.028
O 21.01 -16.83 -17.06 -0.049
H 21.15 -16.65 -17.99 0.019
H 20.48 -17.63 -17.05 0.026
O 23.70 -15.83 -20.37 -0.054
H 24.06 -15.06 -20.82 0.029
H 22.98 -16.12 -20.93 0.019

According to the calculations, the structures order from most to least stable as arrangement Q, arrangement P.

Arrangement P

24
Properties=species:S:1:pos:R:3:lowdin_charge:R:1 method="wB97M-V/def2-TZVPD" homo_energy_ev=-11.431 mol_weight_g_mol=144.12 smiles=O.O.O.O.O.O.O.O
O 0.67 5.63 0.23 -0.055
H -0.05 5.05 0.51 0.025
H 0.77 5.45 -0.70 0.028
O 0.05 -0.24 0.86 -0.054
H 0.06 -0.45 -0.08 0.027
H -0.33 -1.01 1.27 0.026
O 3.69 0.03 4.00 -0.055
H 3.25 0.81 4.35 0.027
H 3.54 0.07 3.06 0.027
O -0.21 -4.63 -3.56 -0.054
H -1.14 -4.46 -3.67 0.027
H 0.19 -4.33 -4.38 0.027
O -1.82 -4.03 2.94 -0.055
H -2.77 -4.03 3.01 0.028
H -1.51 -3.67 3.77 0.028
O 2.18 -0.19 -3.14 -0.055
H 2.91 0.30 -3.51 0.029
H 2.55 -1.05 -2.92 0.028
O -2.57 0.91 -3.88 -0.053
H -1.70 0.74 -4.24 0.026
H -2.95 0.05 -3.74 0.026
O -1.97 3.14 3.18 -0.053
H -1.39 3.52 3.84 0.029
H -1.48 2.40 2.82 0.023

Arrangement Q

24
Properties=species:S:1:pos:R:3:lowdin_charge:R:1 method="wB97M-V/def2-TZVPD" homo_energy_ev=-9.240 mol_weight_g_mol=144.12 smiles=O.O.O.O.O.O.O.O
O 0.61 -0.80 -0.09 -0.016
H -0.06 -1.00 -0.77 0.026
H 1.18 -0.17 -0.44 0.004
O 4.29 -1.15 2.60 -0.049
H 3.98 -1.93 2.13 0.028
H 4.56 -1.46 3.46 0.021
O -2.13 -0.82 2.65 -0.013
H -2.39 -1.72 2.45 0.036
H -1.79 -0.61 1.84 -0.043
O -1.25 -4.57 1.14 -0.067
H -1.40 -5.48 0.93 0.014
H -0.76 -4.71 1.99 0.058
O -1.55 1.72 -0.34 -0.093
H -2.34 1.40 -0.79 0.054
H -0.88 1.04 -0.54 0.024
O 2.48 4.05 -2.25 -0.035
H 2.47 3.67 -1.42 -0.027
H 2.46 4.97 -1.92 0.052
O -1.90 -1.61 -2.70 -0.046
H -1.14 -1.08 -2.97 0.035
H -1.61 -2.11 -1.94 0.025
O -0.60 3.36 -1.03 -0.127
H -0.84 4.03 -1.68 0.033
H -1.07 3.82 -0.23 0.106

Arrangement R

24
Properties=species:S:1:pos:R:3:lowdin_charge:R:1 method="wB97M-V/def2-TZVPD" homo_energy_ev=-8.986 mol_weight_g_mol=144.12
O -16.38 18.58 -12.32 -0.051
H -16.71 18.27 -11.48 0.022
H -16.97 19.30 -12.56 0.032
O -16.88 14.46 -13.63 -0.023
H -17.34 14.91 -14.34 0.111
H -16.34 13.80 -14.08 0.101
O -16.91 16.19 -11.96 -0.037
H -16.38 15.67 -12.55 0.045
H -17.80 16.10 -12.30 0.044
O -14.47 15.15 -11.34 -0.078
H -15.29 15.16 -10.84 -0.136
H -13.84 14.72 -10.76 0.046
O -16.23 15.42 -10.01 -0.029
H -16.77 15.64 -9.25 0.087
H -16.52 16.03 -10.69 -0.069
O -19.71 17.51 -14.11 -0.077
H -19.75 16.98 -14.91 0.029
H -19.28 16.95 -13.47 -0.093
O -19.74 16.08 -12.49 -0.010
H -20.15 15.22 -12.54 0.105
H -20.32 16.60 -11.93 0.105
O -15.72 13.13 -12.12 -0.060
H -16.21 13.72 -12.70 -0.101
H -14.81 13.20 -12.42 0.037

Arrangement S

24
Properties=species:S:1:pos:R:3:lowdin_charge:R:1 method="wB97M-V/def2-TZVPD" homo_energy_ev=-10.510 mol_weight_g_mol=144.12 smiles=O.O.O.O.O.O.O.O
O -0.24 -0.30 0.09 -0.067
H -0.09 -0.03 1.00 0.009
H 0.41 0.20 -0.41 0.056
O -3.36 -1.87 -0.06 -0.078
H -3.48 -1.10 -0.63 0.034
H -2.62 -1.63 0.51 -0.027
O 2.17 -1.33 -4.16 -0.063
H 2.52 -0.50 -3.82 0.029
H 1.28 -1.37 -3.80 0.015
O -2.70 -1.28 2.22 -0.042
H -1.75 -1.13 2.25 0.040
H -3.05 -0.75 2.95 0.066
O 2.45 3.40 0.31 -0.077
H 2.34 4.36 0.29 0.028
H 1.93 3.12 1.08 0.002
O -0.02 -2.58 -1.60 -0.065
H -0.91 -2.50 -1.97 0.032
H -0.06 -2.07 -0.78 -0.013
O 1.70 0.05 1.81 -0.040
H 1.46 0.45 2.65 0.057
H 2.22 -0.72 2.06 0.065
O 0.02 3.46 1.07 -0.063
H -0.49 2.98 0.41 0.054
H 0.20 4.31 0.67 0.048

According to the calculations, the structures order from most to least stable as arrangement P, arrangement S, arrangement Q, arrangement R.